This record from OMol25 describes a molecular structure, C20H38Cl8CrO18. The level of theory is ωB97M-V with the def2-TZVPD basis set.

gap between HOMO and LUMO (spin up / spin down) = 7.79 / 8.86 eV
charge = 0
E_HOMO (spin up / spin down) = -7.86 / -8.93 eV
2S+1 = 5

```
85
Properties=species:S:1:pos:R:3:forces:R:3
Cr -0.536 0.264 0.476 -0.345 0.262 -0.143
Cl 1.215 -1.112 -0.525 -0.504 0.351 -0.001
Cl -1.863 1.694 -1.138 0.527 -0.370 0.231
C -1.886 -3.591 2.143 0.647 -0.330 1.722
O -2.192 -3.534 0.798 -0.326 -0.506 -1.526
C -2.235 -2.446 0.059 -0.809 1.842 -0.109
O -2.142 -1.287 0.495 0.050 -2.129 -0.811
O -2.544 -2.815 -1.188 0.368 -0.726 1.567
C -2.515 -1.897 -2.249 0.463 1.964 -0.738
H -2.491 -2.987 2.819 -0.294 0.288 -0.423
H -0.841 -3.368 2.358 0.088 0.181 -0.318
H -2.030 -4.637 2.413 -0.084 0.073 0.003
H -3.162 -1.031 -2.106 -0.458 -0.269 0.219
H -2.749 -2.397 -3.189 -0.060 -0.258 0.407
H -1.544 -1.410 -2.335 0.332 -0.343 0.013
C 0.282 -4.679 -1.538 -0.516 0.654 -1.080
O 0.497 -6.079 -1.312 -0.180 0.231 1.906
C 0.797 -6.906 -2.270 2.027 -0.451 -3.128
O 0.766 -6.666 -3.481 -0.379 -0.706 2.433
O 1.380 -8.048 -1.723 -1.537 1.516 -0.096
C 1.786 -9.089 -2.580 0.538 -1.150 -0.558
H -0.329 -4.548 -2.431 0.180 -0.025 -0.105
H 1.193 -4.089 -1.635 0.329 -0.552 -0.188
H -0.262 -4.182 -0.735 0.001 -0.945 0.352
H 2.758 -9.436 -2.228 0.294 0.511 -0.202
H 1.795 -8.869 -3.648 0.168 0.604 0.228
H 1.214 -10.014 -2.505 -0.845 0.325 0.427
C -0.144 -1.361 5.867 0.625 1.141 1.737
O -0.227 -0.732 4.613 -0.898 0.070 -0.332
C 0.310 -1.208 3.523 -0.016 0.439 -1.505
O 0.022 -0.706 2.445 1.042 -1.112 1.270
O 1.170 -2.208 3.743 -1.378 0.963 0.965
C 1.974 -2.537 2.662 1.235 -0.959 -1.777
H 0.860 -1.250 6.277 0.290 -0.606 -0.301
H -0.527 -2.374 5.986 -0.007 0.126 -0.556
H -0.681 -0.645 6.489 -0.510 -0.487 0.159
H 2.532 -3.429 2.947 0.090 0.230 0.091
H 2.636 -1.718 2.384 0.081 -0.034 0.212
H 1.430 -2.770 1.747 -0.344 0.080 0.131
C 3.389 1.050 2.320 -0.658 -0.606 -1.086
O 3.015 2.374 1.846 -0.715 -0.210 0.248
C 1.754 2.663 1.396 1.088 0.109 -0.516
O 0.880 1.884 1.062 1.018 0.905 0.957
O 1.724 4.005 1.279 0.093 -0.340 0.646
C 0.487 4.654 1.041 -2.682 -0.127 -1.133
H 3.449 0.329 1.504 -0.454 0.194 -0.438
H 2.655 0.649 3.019 0.076 0.319 0.208
H 4.407 1.009 2.705 -0.259 0.981 0.350
H 0.436 5.741 0.972 1.603 0.028 0.297
H -0.324 4.448 1.739 0.503 -0.582 0.674
H 0.016 4.376 0.098 0.497 -0.488 -0.231
C -1.096 2.810 4.077 1.462 0.435 0.674
O -2.444 2.593 3.760 -1.093 -0.552 -0.047
C -2.718 1.672 2.858 0.730 -0.667 -3.408
O -1.819 1.163 2.119 -3.442 1.105 2.301
O -4.099 1.537 2.753 4.252 1.748 2.000
C -4.625 0.638 1.857 -1.116 -1.393 -0.622
H -0.403 2.619 3.257 -0.354 -0.086 -0.096
H -0.797 2.207 4.934 -0.142 -0.314 -0.090
H -0.979 3.841 4.410 -0.306 0.054 -0.240
H -4.683 1.055 0.851 0.228 -0.218 -0.039
H -5.622 0.488 2.271 -0.196 -0.139 -0.457
H -4.115 -0.324 1.912 0.186 0.099 -0.415
C 1.617 3.714 -2.697 -0.238 -0.597 -1.375
O 0.813 4.779 -2.186 1.950 -1.884 2.189
C 0.273 5.622 -2.979 -1.000 -0.102 -2.904
O 0.237 5.533 -4.205 0.157 0.786 1.942
O -0.321 6.525 -2.186 -0.213 1.077 -0.731
C -0.528 7.771 -2.831 -0.983 1.443 -0.715
H 1.101 3.284 -3.555 -0.106 -0.187 0.180
H 1.811 2.933 -1.961 -0.477 0.446 0.312
H 2.577 4.020 -3.112 0.009 0.614 0.309
H 0.360 8.404 -2.832 0.195 -0.266 0.183
H -1.344 8.348 -2.395 0.185 -0.383 0.950
H -0.905 7.745 -3.853 0.475 -0.899 -0.222
C 3.958 0.121 -2.943 -0.389 0.049 -0.717
Cl 4.867 1.419 -2.122 -0.080 -0.841 0.022
Cl 4.978 -0.998 -3.899 -0.058 0.608 0.289
Cl 2.757 0.940 -3.987 0.244 -0.492 0.068
H 3.400 -0.544 -2.284 0.154 0.590 0.387
C -1.535 2.204 -4.956 -0.751 0.075 -0.463
Cl -0.158 2.627 -5.945 0.281 -0.294 -0.200
Cl -1.993 0.443 -5.160 0.316 1.373 0.270
Cl -2.904 3.300 -5.450 0.572 -0.851 0.502
H -1.264 2.427 -3.924 -0.444 -0.413 0.008
```
Forces are in eV/Å.

Atomic partial charges in e from the Löwdin method, atoms 1 to 4: number 1, Cr, carries 0.300; number 2, Cl, carries -0.005; number 3, Cl, carries -0.132; number 4, C, carries -0.035